A) Molecular formula: C54H114N6O6
Method: DFT, ωB97M-V with the def2-TZVPD basis set

Each atom is followed by the atoms it is bonded to, with distances in Å.
Cartesian coordinates (Å):
1 C -5.021 -2.132 -1.208  C2 1.519, H12 1.096, H13 1.093, H14 1.094
2 C -6.153 -2.568 -2.123  C1 1.519, C3 1.555, C4 1.528, N10 1.473
3 C -6.852 -1.333 -2.758  C2 1.555, H15 1.092, H16 1.088, H17 1.090
4 C -5.408 -3.326 -3.222  C2 1.528, C5 1.527, H18 1.090, H19 1.094
5 C -6.350 -4.165 -4.082  C4 1.527, C6 1.516, H20 1.092, H21 1.095
6 C -7.262 -4.969 -3.177  C5 1.516, C7 1.522, H22 1.097, H23 1.095
7 C -8.055 -4.294 -2.067  C6 1.522, C8 1.554, C9 1.529, N10 1.479
8 C -9.194 -3.511 -2.779  C7 1.554, H24 1.093, H25 1.092, H26 1.093
9 C -8.694 -5.302 -1.111  C7 1.529, H27 1.091, H28 1.087, H29 1.090
10 N -7.045 -3.466 -1.371  C2 1.473, C7 1.479, O11 1.430
11 O -7.594 -2.722 -0.281  N10 1.430, H30 0.962
12 H -4.081 -1.798 -1.663  C1 1.096
13 H -5.327 -1.269 -0.612  C1 1.093
14 H -4.574 -2.936 -0.617  C1 1.094
15 H -7.103 -1.501 -3.807  C3 1.092
16 H -7.789 -1.140 -2.239  C3 1.088
17 H -6.144 -0.505 -2.782  C3 1.090
18 H -4.851 -2.607 -3.822  C4 1.090
19 H -4.691 -3.991 -2.733  C4 1.094
20 H -6.704 -3.577 -4.931  C5 1.092
21 H -5.787 -4.940 -4.612  C5 1.095
22 H -6.651 -5.729 -2.676  C6 1.097
23 H -7.919 -5.596 -3.789  C6 1.095
24 H -10.041 -4.118 -3.106  C8 1.093
25 H -8.876 -3.023 -3.702  C8 1.092
26 H -9.658 -2.727 -2.175  C8 1.093
27 H -8.005 -6.103 -0.839  C9 1.091
28 H -9.585 -5.678 -1.606  C9 1.087
29 H -8.934 -4.762 -0.196  C9 1.090
30 H -7.196 -3.191 0.460  O11 0.962
31 C -3.360 -7.935 -0.583  C32 1.532, H42 1.091, H43 1.090, H44 1.089
32 C -2.005 -7.238 -0.747  C31 1.532, C33 1.553, C34 1.510, N40 1.462
33 C -2.213 -5.699 -0.768  C32 1.553, H45 1.095, H46 1.090, H47 1.097
34 C -1.126 -7.679 0.399  C32 1.510, C35 1.538, H48 1.098, H49 1.092
35 C 0.382 -7.511 0.147  C34 1.538, C36 1.546, H50 1.092, H51 1.089
36 C 0.663 -8.418 -1.073  C35 1.546, C37 1.555, H52 1.093, H53 1.091
37 C -0.100 -7.970 -2.351  C36 1.555, C38 1.544, C39 1.572, N40 1.432
38 C 0.496 -6.672 -2.937  C37 1.544, H54 1.086, H55 1.098, H56 1.093
39 C 0.022 -9.192 -3.333  C37 1.572, H57 1.091, H58 1.092, H59 1.088
40 N -1.468 -7.696 -2.028  C32 1.462, C37 1.432, O41 1.410
41 O -2.313 -7.470 -3.132  N40 1.410, H60 0.964
42 H -3.768 -7.877 0.428  C31 1.091
43 H -4.019 -7.408 -1.273  C31 1.090
44 H -3.233 -8.995 -0.801  C31 1.089
45 H -2.987 -5.394 -0.056  C33 1.095
46 H -1.287 -5.127 -0.716  C33 1.090
47 H -2.682 -5.227 -1.640  C33 1.097
48 H -1.397 -7.036 1.246  C34 1.098
49 H -1.439 -8.628 0.840  C34 1.092
50 H 0.615 -6.481 -0.131  C35 1.092
51 H 0.995 -7.783 1.005  C35 1.089
52 H 0.314 -9.396 -0.732  C36 1.093
53 H 1.736 -8.525 -1.240  C36 1.091
54 H 0.176 -6.472 -3.955  C38 1.086
55 H 1.588 -6.636 -2.832  C38 1.098
56 H 0.301 -5.846 -2.248  C38 1.093
57 H -0.614 -9.040 -4.207  C39 1.091
58 H -0.409 -10.084 -2.872  C39 1.092
59 H 1.057 -9.376 -3.613  C39 1.088
60 H -2.663 -8.345 -3.337  O41 0.964
61 C 0.501 -2.221 1.415  C62 1.545, H72 1.092, H73 1.088, H74 1.096
62 C 0.225 -1.387 0.144  C61 1.545, C63 1.527, C64 1.594, N70 1.496
63 C 0.105 -2.306 -1.069  C62 1.527, H75 1.092, H76 1.091, H77 1.095
64 C -1.170 -0.654 0.382  C62 1.594, C65 1.517, H78 1.091, H79 1.089
65 C -1.276 0.513 -0.581  C64 1.517, C66 1.524, H80 1.093, H81 1.093
66 C -0.110 1.432 -0.239  C65 1.524, C67 1.519, H82 1.096, H83 1.094
67 C 1.285 0.889 -0.495  C66 1.519, C68 1.539, C69 1.562, N70 1.472
68 C 1.622 0.973 -1.994  C67 1.539, H84 1.089, H85 1.099, H86 1.088
69 C 2.258 1.751 0.371  C67 1.562, H87 1.088, H88 1.094, H89 1.088
70 N 1.366 -0.421 0.172  C62 1.496, C67 1.472, O71 1.419
71 O 2.591 -1.115 -0.001  N70 1.419, H90 0.973
72 H 1.456 -2.748 1.371  C61 1.092
73 H 0.498 -1.659 2.347  C61 1.088
74 H -0.198 -3.064 1.458  C61 1.096
75 H -0.750 -2.977 -0.966  C63 1.092
76 H 0.070 -1.799 -2.034  C63 1.091
77 H 0.921 -3.033 -1.126  C63 1.095
78 H -1.997 -1.344 0.205  C64 1.091
79 H -1.194 -0.333 1.423  C64 1.089
80 H -1.293 0.188 -1.625  C65 1.093
81 H -2.150 1.161 -0.480  C65 1.093
82 H -0.197 1.602 0.840  C66 1.096
83 H -0.271 2.459 -0.580  C66 1.094
84 H 0.928 0.430 -2.634  C68 1.089
85 H 2.620 0.558 -2.193  C68 1.099
86 H 1.754 2.005 -2.314  C68 1.088
87 H 1.839 1.951 1.354  C69 1.088
88 H 2.350 2.734 -0.101  C69 1.094
89 H 3.200 1.209 0.424  C69 1.088
90 H 2.779 -0.856 -0.920  O71 0.973
91 C 0.211 5.095 1.676  C92 1.603, H102 1.090, H103 1.093, H104 1.086
92 C 1.143 6.283 2.216  C91 1.603, C93 1.530, C94 1.553, N100 1.435
93 C 0.747 6.354 3.693  C92 1.530, H105 1.092, H106 1.092, H107 1.092
94 C 2.591 5.800 1.935  C92 1.553, C95 1.529, H108 1.092, H109 1.092
95 C 3.626 6.914 2.092  C94 1.529, C96 1.551, H110 1.097, H111 1.089
96 C 3.186 8.173 1.301  C95 1.551, C97 1.531, H112 1.094, H113 1.090
97 C 1.751 8.652 1.539  C96 1.531, C98 1.542, C99 1.531, N100 1.461
98 C 1.584 9.402 2.876  C97 1.542, H114 1.094, H115 1.089, H116 1.094
99 C 1.353 9.609 0.412  C97 1.531, H117 1.091, H118 1.092, H119 1.096
100 N 0.878 7.482 1.474  C92 1.435, C97 1.461, O101 1.420
101 O -0.501 7.817 1.530  N100 1.420, H120 0.963
102 H -0.761 5.440 1.324  C91 1.090
103 H 0.558 4.648 0.741  C91 1.093
104 H 0.134 4.356 2.468  C91 1.086
105 H 0.934 5.408 4.206  C93 1.092
106 H 1.185 7.083 4.377  C93 1.092
107 H -0.319 6.578 3.763  C93 1.092
108 H 2.832 4.996 2.634  C94 1.092
109 H 2.672 5.371 0.933  C94 1.092
110 H 3.616 7.177 3.157  C95 1.097
111 H 4.641 6.566 1.906  C95 1.089
112 H 3.264 7.841 0.261  C96 1.094
113 H 3.926 8.926 1.572  C96 1.090
114 H 0.544 9.448 3.212  C98 1.094
115 H 2.030 10.395 2.919  C98 1.089
116 H 1.934 8.830 3.739  C98 1.094
117 H 2.172 10.238 0.060  C99 1.091
118 H 0.505 10.270 0.601  C99 1.092
119 H 0.971 9.099 -0.480  C99 1.096
120 H -0.816 7.425 0.708  O101 0.963
121 C -0.156 8.273 -3.627  C122 1.541, H132 1.091, H133 1.091, H134 1.090
122 C -0.133 6.742 -3.796  C121 1.541, C123 1.530, C124 1.558, N130 1.442
123 C -1.452 6.161 -3.280  C122 1.530, H135 1.091, H136 1.093, H137 1.095
124 C -0.006 6.328 -5.292  C122 1.558, C125 1.508, H138 1.094, H139 1.096
125 C 1.336 6.631 -5.911  C124 1.508, C126 1.580, H140 1.092, H141 1.095
126 C 2.397 5.804 -5.083  C125 1.580, C127 1.542, H142 1.087, H143 1.092
127 C 2.263 6.017 -3.561  C126 1.542, C128 1.584, C129 1.543, N130 1.464
128 C 3.027 4.821 -2.859  C127 1.584, H144 1.087, H145 1.089, H146 1.091
129 C 3.049 7.299 -3.215  C127 1.543, H147 1.093, H148 1.091, H149 1.091
130 N 0.905 6.107 -3.021  C122 1.442, C127 1.464, O131 1.392
131 O 0.883 6.149 -1.630  N130 1.392, H150 0.975
132 H -0.782 8.729 -4.396  C121 1.091
133 H -0.563 8.407 -2.624  C121 1.091
134 H 0.806 8.772 -3.741  C121 1.090
135 H -2.330 6.381 -3.889  C123 1.091
136 H -1.386 5.087 -3.090  C123 1.093
137 H -1.710 6.464 -2.260  C123 1.095
138 H -0.373 5.304 -5.405  C124 1.094
139 H -0.858 6.846 -5.746  C124 1.096
140 H 1.385 6.458 -6.988  C125 1.092
141 H 1.504 7.713 -5.924  C125 1.095
142 H 3.403 6.039 -5.422  C126 1.087
143 H 2.165 4.750 -5.247  C126 1.092
144 H 3.103 5.052 -1.800  C128 1.087
145 H 4.005 4.638 -3.302  C128 1.089
146 H 2.412 3.947 -3.074  C128 1.091
147 H 2.552 7.916 -2.462  C129 1.093
148 H 3.190 7.938 -4.089  C129 1.091
149 H 4.034 7.078 -2.799  C129 1.091
150 H 1.253 7.028 -1.428  O131 0.975
151 C 2.293 -1.589 5.522  C152 1.528, H162 1.088, H163 1.096, H164 1.093
152 C 3.711 -2.092 5.253  C151 1.528, C153 1.542, C154 1.509, N160 1.471
153 C 3.735 -2.671 3.824  C152 1.542, H165 1.094, H166 1.095, H167 1.089
154 C 4.655 -0.917 5.333  C152 1.509, C155 1.536, H168 1.090, H169 1.092
155 C 6.123 -1.368 5.314  C154 1.536, C156 1.550, H170 1.089, H171 1.094
156 C 6.350 -2.211 6.594  C155 1.550, C157 1.548, H172 1.092, H173 1.089
157 C 5.427 -3.454 6.593  C156 1.548, C158 1.511, C159 1.528, N160 1.464
158 C 6.013 -4.513 5.688  C157 1.511, H174 1.093, H175 1.093, H176 1.088
159 C 5.553 -3.892 8.051  C157 1.528, H177 1.088, H178 1.098, H179 1.092
160 N 4.043 -3.096 6.275  C152 1.471, C157 1.464, O161 1.414
161 O 3.092 -4.136 6.388  N160 1.414, H180 0.964
162 H 1.452 -2.139 5.104  C151 1.088
163 H 2.112 -1.583 6.603  C151 1.096
164 H 2.195 -0.524 5.301  C151 1.093
165 H 3.605 -1.893 3.066  C153 1.094
166 H 4.752 -3.000 3.588  C153 1.095
167 H 3.132 -3.536 3.550  C153 1.089
168 H 4.517 -0.301 4.444  C154 1.090
169 H 4.415 -0.399 6.263  C154 1.092
170 H 6.400 -1.802 4.353  C155 1.089
171 H 6.718 -0.452 5.370  C155 1.094
172 H 6.079 -1.540 7.411  C156 1.092
173 H 7.390 -2.493 6.748  C156 1.089
174 H 5.499 -5.467 5.830  C158 1.093
175 H 7.050 -4.711 5.967  C158 1.093
176 H 5.964 -4.277 4.628  C158 1.088
177 H 6.591 -4.060 8.329  C159 1.088
178 H 4.994 -4.809 8.275  C159 1.098
179 H 5.062 -3.178 8.716  C159 1.092
180 H 3.091 -4.253 7.345  O161 0.964

Computed properties:
- Orbital gap: 8.3 eV
- LUMO energy: 0.56 eV
- SMILES string: CC1(C)CCCC(C)(C)N1O.CC1(C)CCCC(C)(C)N1O.CC1(C)CCCC(C)(C)N1O.CC1(C)CCCC(C)(C)N1O.CC1(C)CCCC(C)(C)N1O.CC1(C)CCCC(C)(C)N1O

B) Molecular formula: C54H114N6O6
Method: DFT, ωB97M-V with the def2-TZVPD basis set

Each atom is followed by the atoms it is bonded to, with distances in Å.
Cartesian coordinates (Å):
1 C -2.674 17.632 -19.926  C2 1.555, H12 1.089, H13 1.091, H14 1.091
2 C -1.633 18.226 -20.917  C1 1.555, C3 1.537, C4 1.536, N10 1.487
3 C -0.719 17.121 -21.472  C2 1.537, H15 1.092, H16 1.094, H17 1.092
4 C -2.389 18.967 -22.029  C2 1.536, C5 1.521, H18 1.097, H19 1.097
5 C -2.309 20.480 -21.892  C4 1.521, C6 1.514, H20 1.089, H21 1.091
6 C -0.842 20.852 -21.924  C5 1.514, C7 1.533, H22 1.100, H23 1.097
7 C 0.003 20.352 -20.748  C6 1.533, C8 1.560, C9 1.506, N10 1.467
8 C 1.440 20.054 -21.280  C7 1.560, H24 1.091, H25 1.085, H26 1.094
9 C 0.083 21.399 -19.668  C7 1.506, H27 1.092, H28 1.090, H29 1.094
10 N -0.705 19.170 -20.242  C2 1.487, C7 1.467, O11 1.407
11 O -0.014 18.576 -19.170  N10 1.407, H30 0.970
12 H -3.494 17.178 -20.478  C1 1.089
13 H -2.170 16.894 -19.300  C1 1.091
14 H -3.087 18.376 -19.244  C1 1.091
15 H 0.037 17.516 -22.154  C3 1.092
16 H -0.071 16.668 -20.716  C3 1.094
17 H -1.290 16.290 -21.889  C3 1.092
18 H -2.102 18.675 -23.047  C4 1.097
19 H -3.453 18.752 -22.191  C4 1.097
20 H -2.770 20.933 -22.769  C5 1.089
21 H -2.724 20.716 -20.911  C5 1.091
22 H -0.853 21.946 -22.035  C6 1.100
23 H -0.532 20.703 -22.966  C6 1.097
24 H 1.863 21.058 -21.328  C8 1.091
25 H 1.537 19.481 -22.196  C8 1.085
26 H 1.932 19.586 -20.423  C8 1.094
27 H 0.848 21.267 -18.900  C9 1.092
28 H -0.839 21.577 -19.114  C9 1.090
29 H 0.356 22.334 -20.164  C9 1.094
30 H 0.747 18.176 -19.621  O11 0.970
31 C -4.109 13.861 -12.862  C32 1.579, H42 1.092, H43 1.088, H44 1.090
32 C -4.729 15.276 -12.537  C31 1.579, C33 1.533, C34 1.503, N40 1.469
33 C -3.697 16.047 -11.706  C32 1.533, H45 1.089, H46 1.089, H47 1.097
34 C -5.094 15.981 -13.813  C32 1.503, C35 1.494, H48 1.094, H49 1.097
35 C -6.480 15.682 -14.284  C34 1.494, C36 1.561, H50 1.090, H51 1.092
36 C -7.466 16.322 -13.257  C35 1.561, C37 1.535, H52 1.092, H53 1.092
37 C -7.238 15.795 -11.834  C36 1.535, C38 1.535, C39 1.536, N40 1.472
38 C -7.188 16.913 -10.783  C37 1.535, H54 1.092, H55 1.097, H56 1.095
39 C -8.342 14.754 -11.595  C37 1.536, H57 1.091, H58 1.091, H59 1.087
40 N -5.946 15.097 -11.733  C32 1.469, C37 1.472, O41 1.429
41 O -5.797 14.210 -10.622  N40 1.429, H60 0.967
42 H -3.623 13.830 -13.839  C31 1.092
43 H -3.369 13.597 -12.110  C31 1.088
44 H -4.874 13.088 -12.938  C31 1.090
45 H -4.109 16.787 -11.021  C33 1.089
46 H -2.992 15.418 -11.163  C33 1.089
47 H -3.074 16.595 -12.423  C33 1.097
48 H -4.730 17.012 -13.751  C34 1.094
49 H -4.439 15.650 -14.628  C34 1.097
50 H -6.672 16.025 -15.301  C35 1.090
51 H -6.780 14.633 -14.254  C35 1.092
52 H -8.417 16.074 -13.735  C36 1.092
53 H -7.412 17.413 -13.286  C36 1.092
54 H -8.126 17.448 -10.620  C38 1.092
55 H -6.447 17.704 -10.951  C38 1.097
56 H -6.729 16.585 -9.845  C38 1.095
57 H -8.136 13.937 -12.287  C39 1.091
58 H -9.299 15.164 -11.922  C39 1.091
59 H -8.376 14.395 -10.569  C39 1.087
60 H -5.679 14.789 -9.856  O41 0.967
61 C -9.684 19.593 -19.544  C62 1.559, H72 1.083, H73 1.095, H74 1.093
62 C -8.848 20.474 -18.567  C61 1.559, C63 1.564, C64 1.566, N70 1.431
63 C -9.760 21.692 -18.206  C62 1.564, H75 1.089, H76 1.090, H77 1.090
64 C -8.727 19.731 -17.193  C62 1.566, C65 1.522, H78 1.097, H79 1.089
65 C -7.677 18.638 -17.323  C64 1.522, C66 1.570, H80 1.092, H81 1.097
66 C -6.250 19.194 -17.671  C65 1.570, C67 1.558, H82 1.087, H83 1.091
67 C -6.341 20.066 -18.959  C66 1.558, C68 1.526, C69 1.549, N70 1.499
68 C -5.101 20.946 -19.092  C67 1.526, H84 1.089, H85 1.097, H86 1.094
69 C -6.339 19.210 -20.249  C67 1.549, H87 1.095, H88 1.092, H89 1.090
70 N -7.548 20.954 -18.922  C62 1.431, C67 1.499, O71 1.436
71 O -7.609 21.809 -20.074  N70 1.436, H90 0.964
72 H -10.541 19.043 -19.175  C61 1.083
73 H -9.851 20.288 -20.373  C61 1.095
74 H -8.990 18.937 -20.076  C61 1.093
75 H -10.668 21.399 -17.681  C63 1.089
76 H -9.255 22.407 -17.556  C63 1.090
77 H -9.961 22.103 -19.196  C63 1.090
78 H -8.319 20.396 -16.423  C64 1.097
79 H -9.667 19.382 -16.768  C64 1.089
80 H -7.685 17.893 -16.525  C65 1.092
81 H -7.986 18.037 -18.188  C65 1.097
82 H -5.585 18.361 -17.885  C66 1.087
83 H -6.002 19.835 -16.824  C66 1.091
84 H -5.007 21.634 -18.253  C68 1.089
85 H -5.023 21.519 -20.024  C68 1.097
86 H -4.168 20.418 -19.306  C68 1.094
87 H -7.130 18.459 -20.153  C69 1.095
88 H -5.503 18.558 -20.512  C69 1.092
89 H -6.544 19.802 -21.141  C69 1.090
90 H -7.107 22.526 -19.671  O71 0.964
91 C -4.455 22.929 -13.818  C92 1.551, H102 1.092, H103 1.086, H104 1.094
92 C -2.989 22.653 -14.241  C91 1.551, C93 1.561, C94 1.571, N100 1.491
93 C -2.339 23.778 -15.106  C92 1.561, H105 1.094, H106 1.089, H107 1.091
94 C -2.113 22.400 -12.961  C92 1.571, C95 1.535, H108 1.093, H109 1.095
95 C -1.044 21.300 -12.985  C94 1.535, C96 1.532, H110 1.094, H111 1.088
96 C -1.606 20.076 -13.716  C95 1.532, C97 1.499, H112 1.096, H113 1.095
97 C -2.119 20.273 -15.111  C96 1.499, C98 1.542, C99 1.540, N100 1.465
98 C -0.947 20.392 -16.105  C97 1.542, H114 1.085, H115 1.092, H116 1.099
99 C -2.943 19.021 -15.465  C97 1.540, H117 1.094, H118 1.088, H119 1.094
100 N -3.073 21.380 -15.013  C92 1.491, C97 1.465, O101 1.411
101 O -3.671 21.605 -16.271  N100 1.411, H120 0.965
102 H -4.895 23.748 -14.389  C91 1.092
103 H -5.094 22.055 -13.745  C91 1.086
104 H -4.380 23.381 -12.824  C91 1.094
105 H -2.423 24.751 -14.611  C93 1.094
106 H -1.288 23.594 -15.322  C93 1.089
107 H -2.892 23.975 -16.026  C93 1.091
108 H -1.660 23.311 -12.560  C94 1.093
109 H -2.799 22.152 -12.145  C94 1.095
110 H -0.191 21.679 -13.555  C95 1.094
111 H -0.709 21.028 -11.986  C95 1.088
112 H -2.404 19.648 -13.099  C96 1.096
113 H -0.857 19.278 -13.684  C96 1.095
114 H -1.335 20.564 -17.104  C98 1.085
115 H -0.166 19.645 -15.950  C98 1.092
116 H -0.318 21.218 -15.745  C98 1.099
117 H -3.983 19.051 -15.125  C99 1.094
118 H -2.447 18.132 -15.081  C99 1.088
119 H -3.165 19.038 -16.536  C99 1.094
120 H -4.599 21.347 -16.226  O101 0.965
121 C 1.809 24.919 -12.944  C122 1.535, H132 1.089, H133 1.093, H134 1.091
122 C 2.992 24.511 -13.834  C121 1.535, C123 1.543, C124 1.543, N130 1.455
123 C 3.896 23.682 -12.898  C122 1.543, H135 1.101, H136 1.094, H137 1.089
124 C 2.431 23.534 -14.888  C122 1.543, C125 1.522, H138 1.094, H139 1.096
125 C 3.480 23.169 -15.928  C124 1.522, C126 1.536, H140 1.092, H141 1.092
126 C 4.117 24.419 -16.555  C125 1.536, C127 1.517, H142 1.093, H143 1.093
127 C 4.423 25.588 -15.639  C126 1.517, C128 1.542, C129 1.554, N130 1.467
128 C 5.896 25.511 -15.190  C127 1.542, H144 1.091, H145 1.097, H146 1.090
129 C 4.298 26.858 -16.525  C127 1.554, H147 1.089, H148 1.091, H149 1.090
130 N 3.481 25.698 -14.520  C122 1.455, C127 1.467, O131 1.405
131 O 3.842 26.686 -13.589  N130 1.405, H150 0.963
132 H 2.249 25.455 -12.104  C121 1.089
133 H 1.055 25.545 -13.427  C121 1.093
134 H 1.252 24.026 -12.657  C121 1.091
135 H 4.753 23.249 -13.434  C123 1.101
136 H 4.511 24.345 -12.282  C123 1.094
137 H 3.510 22.766 -12.453  C123 1.089
138 H 1.991 22.595 -14.539  C124 1.094
139 H 1.549 23.962 -15.378  C124 1.096
140 H 4.260 22.545 -15.488  C125 1.092
141 H 3.122 22.611 -16.796  C125 1.092
142 H 3.535 24.728 -17.426  C126 1.093
143 H 5.044 24.137 -17.063  C126 1.093
144 H 6.591 25.267 -15.994  C128 1.091
145 H 6.087 24.652 -14.536  C128 1.097
146 H 6.240 26.352 -14.589  C128 1.090
147 H 5.114 26.917 -17.244  C129 1.089
148 H 4.268 27.676 -15.804  C129 1.091
149 H 3.375 26.877 -17.105  C129 1.090
150 H 3.159 27.365 -13.611  O131 0.963
151 C 1.104 20.872 -8.998  C152 1.549, H162 1.089, H163 1.092, H164 1.092
152 C 0.944 22.128 -8.106  C151 1.549, C153 1.562, C154 1.529, N160 1.474
153 C -0.536 22.606 -8.249  C152 1.562, H165 1.089, H166 1.091, H167 1.087
154 C 1.252 21.610 -6.701  C152 1.529, C155 1.517, H168 1.094, H169 1.097
155 C 1.316 22.735 -5.686  C154 1.517, C156 1.565, H170 1.097, H171 1.092
156 C 2.362 23.783 -6.193  C155 1.565, C157 1.523, H172 1.093, H173 1.091
157 C 2.080 24.278 -7.605  C156 1.523, C158 1.550, C159 1.607, N160 1.442
158 C 0.920 25.306 -7.572  C157 1.550, H174 1.091, H175 1.089, H176 1.090
159 C 3.342 25.131 -8.119  C157 1.607, H177 1.090, H178 1.091, H179 1.092
160 N 1.932 23.152 -8.493  C152 1.474, C157 1.442, O161 1.411
161 O 1.647 23.572 -9.810  N160 1.411, H180 0.963
162 H 0.506 19.979 -8.821  C151 1.089
163 H 0.907 21.199 -10.021  C151 1.092
164 H 2.135 20.529 -8.886  C151 1.092
165 H -0.749 22.909 -9.273  C153 1.089
166 H -1.121 21.754 -7.901  C153 1.091
167 H -0.823 23.472 -7.658  C153 1.087
168 H 0.626 20.787 -6.342  C154 1.094
169 H 2.206 21.076 -6.615  C154 1.097
170 H 0.311 23.168 -5.616  C155 1.097
171 H 1.434 22.471 -4.633  C155 1.092
172 H 3.372 23.367 -6.174  C156 1.093
173 H 2.376 24.572 -5.440  C156 1.091
174 H 1.232 26.294 -7.229  C158 1.091
175 H 0.155 25.022 -6.850  C158 1.089
176 H 0.560 25.403 -8.596  C158 1.090
177 H 3.088 26.027 -8.684  C159 1.090
178 H 3.994 24.506 -8.731  C159 1.091
179 H 3.953 25.498 -7.291  C159 1.092
180 H 2.360 23.215 -10.351  O161 0.963

Computed properties:
- Orbital gap: 8.2 eV
- LUMO energy: 0.47 eV
- SMILES string: CC1(C)CCCC(C)(C)N1O.CC1(C)CCCC(C)(C)N1O.CC1(C)CCCC(C)(C)N1O.CC1(C)CCCC(C)(C)N1O.CC1(C)CCCC(C)(C)N1O.CC1(C)CCCC(C)(C)N1O

Taking the most stable structure as the zero point, the relative energies in kJ/mol are A) 0.0; B) 174.1.